Entry 1:
Here is a molecular structure, C24H27AsN2PSZr from the Open Molecules 2025 dataset. Energies are from ωB97M-V with the def2-TZVPD basis set.

Each line ends with the natural charge from an NBO analysis.
Element x y z (Å)
Zr  0.543  -0.197  -0.781  1.910
C  -5.211  -4.263  -2.152  -0.134
C  -4.218  -4.123  -3.113  -0.185
C  -3.058  -3.425  -2.816  -0.210
C  -2.910  -2.874  -1.542  -0.320
C  -3.915  -2.992  -0.576  -0.210
C  -5.061  -3.702  -0.888  -0.181
P  -1.429  -2.008  -1.087  0.969
C  -0.201  -2.007  -2.444  -0.322
C  0.003  -0.777  -3.120  -0.427
C  1.113  -0.580  -3.946  -0.180
C  2.027  -1.614  -4.128  -0.149
C  1.822  -2.840  -3.499  -0.128
C  0.740  -3.024  -2.644  -0.174
C  -0.452  -2.765  0.209  -0.365
C  -0.583  -4.016  0.784  -0.129
C  0.353  -4.400  1.744  -0.140
C  1.400  -3.556  2.096  -0.171
C  1.522  -2.297  1.519  -0.167
C  0.578  -1.864  0.580  -0.592
H  -6.111  -4.814  -2.389  0.252
H  -4.345  -4.565  -4.092  0.250
H  -2.282  -3.329  -3.565  0.221
H  -3.808  -2.549  0.407  0.232
H  -5.843  -3.814  -0.149  0.251
H  -0.773  -0.009  -3.058  0.265
H  1.245  0.360  -4.467  0.256
H  2.885  -1.471  -4.772  0.269
H  2.518  -3.652  -3.663  0.268
H  0.631  -3.964  -2.115  0.261
H  -1.390  -4.680  0.500  0.243
H  0.274  -5.372  2.214  0.257
H  2.123  -3.885  2.832  0.256
H  2.356  -1.666  1.805  0.225
N  1.721  1.009  1.847  -0.300
C  2.492  1.970  2.354  0.074
C  3.319  2.428  1.338  -0.292
C  2.977  1.673  0.234  0.027
N  1.992  0.795  0.533  -0.498
H  1.065  0.416  2.336  0.449
H  2.416  2.249  3.393  0.275
H  4.076  3.190  1.409  0.287
H  3.395  1.706  -0.761  0.242
C  -0.311  4.558  -2.026  -0.960
As  -1.699  3.293  -1.706  1.548
C  -2.325  2.590  -3.363  -0.969
C  -3.137  4.114  -0.767  -0.949
S  -1.025  1.733  -0.346  -0.608
H  -0.744  5.393  -2.578  0.286
H  0.478  4.096  -2.616  0.258
H  0.076  4.903  -1.070  0.277
H  -2.839  3.395  -3.888  0.291
H  -3.021  1.777  -3.168  0.272
H  -1.483  2.252  -3.965  0.251
H  -3.504  4.932  -1.388  0.281
H  -2.767  4.496  0.182  0.280
H  -3.922  3.379  -0.604  0.278

Output
* frontier orbital gap: 6.48 eV
* net charge: +3
* ΔE to the lowest compared entry with this formula, charge and spin: 17.52 kcal/mol



Entry 2:
Here is a molecular structure, C24H27Br37O3 at a distorted geometry from the Open Molecules 2025 dataset. Energies are from ωB97M-V with the def2-TZVPD basis set.

Each line ends with the Mulliken charge.
Element x y z (Å)
C  5.030  -2.108  4.618  -1.081
C  3.729  -1.209  4.250  0.778
C  4.087  0.371  4.263  -0.728
O  3.090  1.231  3.666  -0.405
C  1.789  1.109  4.228  -0.236
Br  1.737  0.902  6.216  -0.132
O  0.943  0.122  3.547  -0.083
C  -0.385  0.691  3.363  0.445
O  -0.674  1.137  2.222  -0.554
C  -1.349  0.754  4.634  1.150
C  -2.822  0.147  4.364  0.280
C  -4.000  0.967  5.012  -0.486
C  -5.467  0.431  4.844  -0.514
C  -5.783  -0.894  4.069  -0.657
C  -4.573  -1.636  3.435  -0.218
C  -3.098  -1.153  3.574  -0.167
H  4.704  -3.199  4.830  0.254
H  5.757  -2.190  3.725  0.247
H  5.575  -1.745  5.556  0.318
H  2.848  -1.490  4.917  0.393
H  3.492  -1.458  3.139  -0.583
H  4.462  0.733  5.297  0.289
H  5.023  0.455  3.583  0.319
H  1.262  2.119  4.022  0.440
H  -1.424  1.817  5.068  -0.840
H  -0.884  0.057  5.432  0.353
H  -3.841  1.933  5.601  0.327
H  -6.342  1.013  5.344  0.447
H  -6.860  -1.289  3.980  0.323
H  -4.755  -2.618  2.858  0.275
H  -2.211  -1.708  3.128  -0.068
C  3.638  -3.772  0.613  -0.358
Br  2.378  -2.490  1.351  0.161
Br  4.526  -3.062  -0.960  0.020
Br  4.908  -4.387  1.942  -0.054
H  3.064  -4.642  0.295  0.259
C  -0.957  -5.045  0.077  -0.089
Br  -2.191  -5.192  -1.412  0.037
Br  -1.729  -4.056  1.554  0.092
Br  -0.293  -6.779  0.638  -0.022
H  -0.099  -4.474  -0.276  0.091
C  -4.884  -2.383  -2.750  -0.334
Br  -5.433  -2.732  -0.923  0.020
Br  -4.806  -4.010  -3.805  -0.042
Br  -5.993  -1.033  -3.590  -0.035
H  -3.872  -1.982  -2.707  0.375
C  6.727  -0.245  -3.215  -0.119
Br  8.118  0.489  -4.349  0.022
Br  5.256  0.996  -2.983  0.040
Br  6.119  -1.975  -3.845  -0.078
H  7.168  -0.402  -2.231  0.132
C  -1.972  4.990  5.600  -0.439
Br  -0.524  3.729  5.884  -0.009
Br  -3.112  4.456  4.125  -0.001
Br  -2.988  5.296  7.224  -0.019
H  -1.518  5.940  5.324  0.422
C  5.694  4.442  -0.556  -0.402
Br  4.764  3.102  0.495  0.073
Br  7.369  3.768  -1.265  0.002
Br  4.566  5.175  -1.953  -0.044
H  5.940  5.261  0.118  0.357
C  -8.289  -0.765  -7.198  -0.325
Br  -9.199  -2.111  -6.136  -0.004
Br  -6.621  -1.432  -7.933  -0.005
Br  -9.442  -0.033  -8.575  0.013
H  -8.036  0.053  -6.526  0.322
C  9.016  4.400  -5.904  -0.268
Br  8.818  3.215  -7.427  -0.020
Br  9.579  6.177  -6.440  -0.048
Br  7.411  4.450  -4.816  0.071
H  9.809  3.989  -5.281  0.259
C  11.434  -0.472  -2.097  -0.390
Br  11.242  -1.660  -3.620  0.000
Br  11.992  1.306  -2.635  0.000
Br  9.829  -0.426  -1.008  0.015
H  12.229  -0.881  -1.474  0.370
C  -12.194  3.190  -10.344  -0.329
Br  -11.132  4.056  -8.971  -0.002
Br  -11.155  2.835  -11.943  -0.003
Br  -13.063  1.589  -9.680  -0.014
H  -12.982  3.888  -10.625  0.338
C  1.185  -5.294  -4.153  -0.355
Br  2.238  -4.418  -2.777  0.136
Br  2.234  -5.655  -5.743  -0.053
Br  0.315  -6.895  -3.488  -0.051
H  0.398  -4.599  -4.441  0.383
C  -8.903  2.736  3.524  -0.361
Br  -9.539  1.160  2.589  -0.018
Br  -10.131  3.293  4.918  -0.024
Br  -7.101  2.488  4.205  0.093
H  -8.862  3.544  2.795  0.329

Output
* frontier orbital gap: 8.34 eV



Entry 3:
Here is a molecular structure, C24H27Cl2O3P2Ti at a distorted geometry from the Open Molecules 2025 dataset. Energies are from ωB97M-V with the def2-TZVPD basis set.

Each line ends with the natural charge from an NBO analysis.
Element x y z (Å)
C  0.980  -4.067  -4.543  -0.760
C  0.707  -3.364  -3.277  0.699
H  1.010  -5.150  -4.366  0.328
H  1.941  -3.731  -4.959  0.300
H  0.180  -3.828  -5.261  0.325
O  0.084  -3.755  -2.286  -0.483
Cl  1.619  -1.679  -3.103  0.113
Ti  0.027  -1.139  -1.563  1.172
P  -2.462  -1.730  -1.349  1.011
C  -3.139  -2.514  0.145  -0.930
C  -3.769  -0.481  -1.624  -0.923
H  -2.827  -2.572  -3.579  0.268
H  -3.901  -3.356  -2.353  0.293
H  -2.171  -3.849  -2.515  0.257
C  -2.878  -3.011  -2.575  -0.939
H  -3.422  0.281  -2.330  0.275
H  -4.660  -0.986  -2.024  0.288
H  -4.109  -2.952  -0.125  0.289
H  -3.271  -1.745  0.914  0.269
H  -4.023  0.007  -0.675  0.267
H  -2.444  -3.278  0.501  0.249
C  -0.068  -2.860  -0.298  0.525
O  0.024  -3.639  0.572  -0.298
Cl  -0.826  0.545  -2.856  -0.142
O  0.895  -0.032  -0.238  -0.995
P  0.969  1.102  0.825  1.927
C  -0.345  2.234  0.376  -0.473
C  -0.067  3.462  -0.260  -0.142
C  -1.117  4.181  -0.839  -0.185
C  -2.440  3.744  -0.717  -0.161
C  -2.710  2.539  -0.070  -0.152
C  -1.665  1.774  0.450  -0.224
C  0.789  0.344  2.442  -0.491
C  1.689  -0.661  2.815  -0.126
C  1.594  -1.258  4.073  -0.210
C  0.593  -0.846  4.969  -0.139
C  -0.289  0.177  4.604  -0.184
C  -0.188  0.785  3.351  -0.181
C  2.592  1.866  0.760  -0.482
C  3.564  1.421  -0.150  -0.173
C  4.856  1.941  -0.094  -0.197
C  5.196  2.915  0.853  -0.133
C  4.219  3.382  1.742  -0.200
C  2.927  2.859  1.701  -0.111
H  0.964  3.815  -0.329  0.251
H  -0.888  5.096  -1.389  0.258
H  -3.260  4.338  -1.137  0.257
H  -3.730  2.168  -0.001  0.222
H  -1.882  0.799  0.896  0.206
H  2.468  -0.981  2.118  0.214
H  2.298  -2.033  4.359  0.249
H  0.518  -1.314  5.951  0.255
H  -1.060  0.509  5.305  0.252
H  -0.860  1.597  3.077  0.236
H  3.305  0.666  -0.893  0.196
H  5.609  1.583  -0.798  0.245
H  6.212  3.312  0.894  0.256
H  4.468  4.154  2.470  0.255
H  2.173  3.215  2.408  0.227

Output
* frontier orbital gap (spin up / spin down): 4.54 / 4.54 eV
* net charge: +3



These records have calculated total energy values of -110523.3503, -2623029.2438, -98181.4508 eV, in the order they appear.